#P
ORCA calculation (wB97M-V/def2-TZVPD) on a cluster of 2 separate species, C5H13N2O in total.

```
21
Properties=species:S:1:pos:R:3:nbo_charge:R:1
C -1.2559 1.9627 -0.0459 -0.664
C -1.6960 1.0522 -1.1434 0.139
C -2.7938 1.1233 -1.8633 -0.354
N -0.7572 -0.0618 -1.3761 -0.715
H -1.9677 2.7733 0.0694 0.258
H -1.2033 1.4192 0.9021 0.241
H -0.2645 2.3661 -0.2444 0.226
H -3.0500 0.4103 -2.6377 0.220
H -3.4762 1.9386 -1.6648 0.240
H -0.5862 -0.6322 -0.5086 0.489
H 0.1723 0.2581 -1.6552 0.427
H -1.0919 -0.7088 -2.0905 0.436
C 1.2249 -1.8533 1.2201 0.561
N 2.2822 -1.0847 1.4771 -0.569
C 2.4465 0.2671 0.9925 -0.431
O 0.2054 -1.4877 0.6405 -0.721
H 1.3180 -2.8823 1.5900 0.153
H 3.0617 -1.5265 1.9371 0.417
H 1.5087 0.8177 1.0945 0.209
H 2.7640 0.2868 -0.0516 0.201
H 3.1920 0.7753 1.5943 0.236
```

Calculated values
**Charge**: +1
**Frontier orbital gap**: 0.4066 Ha
**LUMO**: -2.9 eV
**E_HOMO**: -14.01 eV

***

#Q
ORCA calculation (wB97M-V/def2-TZVPD) on a cluster of 2 separate species, C5H13N2O in total.

```
21
Properties=species:S:1:pos:R:3:nbo_charge:R:1
O 2.2909 2.0148 2.1353 -0.488
C 1.3222 1.5238 2.6417 0.417
C 0.3880 0.6534 1.8395 -0.339
N 0.8615 0.6501 0.4242 -0.699
H 1.0860 1.6614 3.7060 0.166
H 0.4133 -0.3490 2.2542 0.263
H -0.6298 1.0252 1.8751 0.255
H 0.3584 -0.1024 -0.0964 0.469
H 0.6387 1.5631 0.0224 0.443
H 1.8848 0.5645 0.4233 0.458
C -1.3927 -1.5581 0.1136 -0.575
C -1.5702 -0.9945 -1.0869 0.018
N -1.3149 -1.5706 -2.3120 -0.580
C -0.6167 -0.7406 -3.2997 -0.413
H -1.0591 -2.5844 0.1794 0.220
H -1.7470 -1.0658 1.0080 0.209
H -2.0067 -0.0022 -1.1798 0.194
H -0.8836 -2.4807 -2.2145 0.377
H -0.5969 -1.2642 -4.2511 0.231
H -1.1492 0.1955 -3.4389 0.209
H 0.4229 -0.5459 -3.0109 0.165
```

Calculated values
**Charge**: +1
**Frontier orbital gap**: 0.3275 Ha
**LUMO**: -3.4 eV
**E_HOMO**: -12.29 eV

***

Which one sits at the bottom of the stability order? #Q does.

***

#P
ORCA calculation (wB97M-V/def2-TZVPD) on the ion C5H13N2O with charge +1.

```
21
Properties=species:S:1:pos:R:3:nbo_charge:R:1
C 0.2119 1.6677 1.6102 -0.290
O 0.2359 1.3392 0.1920 -0.555
C 0.6297 -0.0208 -0.1539 0.440
C 1.4802 -0.7109 0.9009 -0.645
C 1.4033 0.0319 -1.4611 -0.650
N -0.6540 -0.7567 -0.4040 -0.540
C -1.8042 -0.2319 -0.7231 0.384
N -2.8956 -0.9046 -1.0819 -0.744
H 0.0015 2.8347 1.6077 0.238
H 1.1705 1.4050 2.1825 0.190
H -0.4281 1.0830 2.2582 0.183
H 0.7790 -0.8196 1.7518 0.215
H 2.2725 -0.1062 1.2323 0.257
H 1.6840 -1.6825 0.5866 0.229
H 1.2237 1.1234 -1.7391 0.260
H 0.9990 -0.6646 -2.1639 0.219
H 2.4553 -0.2238 -1.3115 0.239
H -0.4518 -1.7578 -0.3610 0.415
H -1.6957 0.8416 -0.6850 0.257
H -3.8470 -0.4533 -1.2190 0.465
H -2.7704 -1.9938 -1.0185 0.432
```

Calculated values
**Charge**: +1
**SMILES**: COC(C)(C)/[NH+]=C/N
**Frontier orbital gap**: 0.4093 Ha
**LUMO**: -3.2 eV
**E_HOMO**: -14.34 eV

***

#Q
ORCA calculation (wB97M-V/def2-TZVPD) on the ion C5H13N2O with charge +1.

```
21
Properties=species:S:1:pos:R:3:nbo_charge:R:1
C -0.3986 -2.8058 -1.8572 -0.628
C 0.3157 -1.4914 -1.6499 -0.413
C -0.1402 -0.8335 -0.3479 -0.414
C 0.5093 0.5004 0.0248 -0.155
N 0.1717 1.5741 -0.9395 -0.669
C -0.0537 1.0078 1.3714 0.659
N 0.2663 0.3042 2.4702 -0.797
O -0.6241 2.0789 1.3946 -0.606
H -0.2478 -3.2782 -2.8340 0.240
H -1.4900 -2.7611 -1.8126 0.220
H -0.1086 -3.6251 -1.1954 0.224
H 0.0967 -0.8454 -2.5115 0.190
H 1.4037 -1.5813 -1.7155 0.218
H -1.2335 -0.7779 -0.3338 0.226
H 0.0873 -1.5173 0.4728 0.232
H 1.5626 0.2855 0.1916 0.253
H -0.8127 1.5054 -1.2234 0.456
H 0.3603 2.5026 -0.5296 0.476
H 0.7543 1.4544 -1.7787 0.445
H -0.1423 0.5732 3.3595 0.430
H 0.6941 -0.6125 2.5011 0.412
```

Calculated values
**Charge**: +1
**SMILES**: CCC[C@@H]([NH3+])C(N)=O
**Frontier orbital gap**: 0.4110 Ha
**LUMO**: -3.4 eV
**E_HOMO**: -14.59 eV

***

Which one sits at the bottom of the stability order? #P does.

***

#P
ORCA calculation (wB97M-V/def2-TZVPD) on the ion C5H13N2O with charge +1.

```
21
Properties=species:S:1:pos:R:3:nbo_charge:R:1
N 0.1446 -0.8643 2.9817 -0.811
C -0.6092 -0.7296 1.8326 0.045
C -0.5247 0.1874 0.8440 -0.018
N 0.5097 1.2008 0.9588 -0.706
C -1.2600 0.0410 -0.4320 -0.459
C -0.3372 -0.6736 -1.4634 -0.436
C 0.3767 0.2257 -2.4526 -0.073
O 1.4130 0.9789 -1.7725 -0.788
H 1.0278 -0.4552 3.1752 0.388
H -0.2100 -1.5476 3.6386 0.423
H -1.5548 -1.3058 1.8475 0.236
H 1.2212 0.8124 1.6413 0.433
H 0.9866 1.2814 0.0537 0.470
H 0.1123 2.1620 1.1996 0.451
H -1.6418 0.9105 -0.9329 0.230
H -2.1899 -0.5450 -0.3116 0.256
H 0.3234 -1.3029 -0.8677 0.212
H -0.8609 -1.4633 -2.0646 0.242
H -0.1929 0.9441 -3.0576 0.212
H 0.9656 -0.4573 -3.0931 0.196
H 2.3005 0.6002 -1.7251 0.497
```

Calculated values
**Charge**: +1
**SMILES**: N/C=C(\[NH3+])CCCO
**Frontier orbital gap**: 0.3373 Ha
**LUMO**: -3.3 eV
**E_HOMO**: -12.52 eV

***

#Q
ORCA calculation (wB97M-V/def2-TZVPD) on a cluster of 2 separate species, C5H13N2O in total.

```
21
Properties=species:S:1:pos:R:3:nbo_charge:R:1
N -1.2344 -2.5794 -0.0588 -1.101
C 2.2311 -1.0675 -0.2899 -0.637
C 1.5435 0.2894 -0.1616 -0.349
N 0.2017 0.1670 0.1138 0.086
C -1.7943 1.0373 1.0849 -0.614
C -0.4677 1.3206 0.3566 -0.227
C -0.6649 2.0533 -1.0744 0.496
O 0.2625 2.3623 -1.7195 -0.355
H 1.8709 -1.6610 -1.1217 0.243
H -1.0700 -3.4614 0.4024 0.374
H -1.4972 -2.7494 -1.0150 0.373
H 3.3104 -1.0530 -0.4402 0.254
H 2.0373 -1.6399 0.6181 0.233
H 1.7455 1.0454 -0.9316 0.311
H 1.8988 0.6622 0.8162 0.306
H -0.4800 -1.9457 0.1132 0.355
H -1.5630 0.4334 1.9594 0.254
H -2.3328 1.9108 1.3831 0.243
H -2.4609 0.5034 0.4060 0.245
H 0.1565 2.0350 0.8996 0.276
H -1.6931 2.3370 -1.3408 0.232
```

Calculated values
**Charge**: +1
**Frontier orbital gap**: 0.1782 Ha
**LUMO**: -7.9 eV
**E_HOMO**: -12.78 eV

***

Which one sits at the bottom of the stability order? #Q does.